Entry 1:
C23H25CrNO2S3SbTe2 | ωB97M-V with the def2-TZVPD basis set

As for the net charge: -1. As for the spin multiplicity: 1. The total energy is -111896.0394 eV.

Cartesian coordinates (Å):
C  2.921  -1.052  1.664
C  3.996  1.735  -2.640
H  -5.853  -2.542  6.909
C  -4.040  -0.239  0.467
H  4.593  0.640  -0.905
H  -5.370  0.454  -1.067
H  5.732  1.844  -3.882
O  1.206  -0.685  3.287
C  3.262  4.124  -3.846
H  5.506  3.524  -6.101
H  3.452  -0.099  1.689
S  1.825  -2.081  -2.422
S  -1.023  -0.994  -1.374
Te  -1.953  -1.095  2.559
Te  1.540  1.626  -0.716
C  -3.585  -2.935  4.421
H  3.382  -1.744  2.369
C  -4.496  -3.273  5.414
C  -3.311  -1.599  4.132
H  -3.072  -3.715  3.871
S  0.663  -4.053  0.391
C  -3.513  -1.339  1.135
C  4.481  0.476  -1.982
C  2.789  2.352  -2.276
Cr  1.006  -0.869  -0.780
H  3.768  -1.431  -0.188
C  2.420  3.557  -2.890
C  -4.846  -0.946  5.884
H  3.773  -0.341  -2.117
C  5.369  4.168  -5.230
H  -3.694  0.755  0.718
H  1.010  5.151  -3.186
H  4.967  5.122  -5.574
C  4.801  2.332  -3.605
C  1.498  -0.781  2.112
H  2.966  5.060  -4.312
H  6.357  4.353  -4.802
Sb  -0.148  -3.398  -1.633
H  0.277  3.619  -2.667
H  -5.327  -0.166  6.463
N  2.884  -1.548  0.289
C  -4.982  -0.410  -0.541
H  -4.704  -4.316  5.624
C  -5.414  -1.684  -0.882
C  1.139  4.277  -2.548
C  -4.913  -2.785  -0.199
C  -3.964  -2.613  0.800
O  0.677  -0.663  1.115
H  1.138  4.604  -1.506
C  -5.134  -2.279  6.143
H  -6.132  -1.819  -1.682
H  -3.724  0.432  4.678
H  2.654  -2.545  0.287
H  5.444  0.171  -2.393
C  -3.943  -0.609  4.883
H  -5.252  -3.782  -0.454
H  -3.558  -3.478  1.311
C  4.456  3.530  -4.216

---

Entry 2:
C2H6OS | ωB97M-V with the def2-TZVPD basis set

As for the net charge: 0. As for the spin multiplicity: 1. The energy above the lowest of the compared OMol25 structures with the same formula, charge and spin comes out at 102.7 kcal/mol.

Cartesian coordinates (Å):
S  1.175  0.569  0.501
H  -0.349  -1.599  -0.774
H  -0.231  -1.208  1.488
H  0.942  0.560  -0.843
C  -0.991  -0.825  -0.394
H  -1.992  -1.479  -0.291
H  -1.306  0.139  1.749
C  -0.433  -0.241  0.927
O  -0.822  -0.061  -1.461
H  -0.736  1.372  -0.858

---

Entry 3:
C5H9N3 | ωB97M-V with the def2-TZVPD basis set

As for the net charge: 0. Its SMILES is CC(C)=NC(N)=C=N. As for the spin multiplicity: 1. The energy above the lowest of the compared OMol25 structures with the same formula, charge and spin comes out at 65.1 kcal/mol.

Cartesian coordinates (Å):
H  1.897  -0.691  -1.682
N  0.144  -1.151  0.139
H  2.916  -0.162  -0.326
H  -1.891  -2.509  1.105
C  0.803  0.039  0.022
H  -1.998  1.722  -1.686
C  -1.143  -0.909  0.103
H  -3.043  -1.596  0.208
H  0.026  0.930  1.841
H  1.003  2.025  0.856
C  0.897  0.993  1.193
H  2.122  1.039  -1.335
N  -2.135  -1.646  0.646
H  1.796  0.749  1.776
C  1.998  0.049  -0.889
N  -2.086  0.733  -1.443
C  -1.304  0.385  -0.527

---

Entry 4:
C16H64N32O16 | ωB97M-V with the def2-TZVPD basis set

As for the net charge: 0. As for the spin multiplicity: 1. The energy above the lowest of the compared OMol25 structures with the same formula, charge and spin comes out at 262.9 kcal/mol.

Cartesian coordinates (Å):
H  10.732  19.064  26.605
N  11.758  14.180  28.656
N  10.385  13.530  23.672
H  10.643  16.591  19.036
C  13.701  11.668  26.366
N  10.816  16.293  19.986
C  11.610  13.733  29.817
N  13.502  12.943  26.013
N  13.764  17.166  26.613
N  15.444  20.573  29.882
H  13.237  14.510  22.974
H  13.376  11.911  20.815
H  14.169  19.042  28.950
O  12.936  10.747  26.046
H  10.149  13.608  31.234
H  14.310  13.464  30.038
N  13.294  12.787  21.311
N  10.696  13.665  25.720
H  14.442  17.867  26.349
H  12.995  18.268  20.566
H  11.000  14.564  25.375
H  17.460  13.495  28.699
O  14.854  20.018  23.877
H  10.949  14.409  28.097
O  7.727  16.661  24.338
H  16.730  18.255  28.704
H  9.589  13.817  29.561
H  10.598  19.256  21.575
N  13.360  20.399  21.703
H  12.203  17.756  19.077
C  13.918  20.719  20.551
N  15.728  16.152  23.895
N  17.602  15.703  23.200
N  13.760  21.380  25.214
N  15.824  21.394  25.384
H  15.628  22.026  26.147
H  10.675  17.394  23.421
H  15.983  15.648  24.733
C  11.841  17.362  30.472
H  10.520  17.642  25.394
H  12.715  14.457  28.491
H  8.522  21.423  23.040
H  12.777  17.245  23.721
N  16.468  18.657  26.238
H  11.564  16.643  32.293
H  12.502  13.273  21.708
H  13.600  19.895  27.551
O  10.369  21.319  27.329
H  15.062  10.621  27.439
H  14.508  13.842  23.944
O  17.792  16.836  26.007
H  10.198  13.458  26.574
H  13.916  16.644  27.464
C  14.840  20.859  24.799
H  9.877  13.039  22.950
N  11.313  20.721  29.185
H  15.400  20.674  21.833
H  11.601  18.562  27.971
O  13.417  20.848  19.449
C  10.997  20.550  27.982
H  15.989  21.354  30.220
H  10.945  21.490  29.727
H  12.920  21.010  24.793
H  10.561  15.364  20.291
C  10.164  20.238  23.212
N  9.756  16.982  23.347
O  12.591  13.510  30.432
C  12.986  16.792  25.685
C  8.923  16.992  24.321
H  16.785  21.176  25.159
N  12.165  18.005  20.055
H  10.739  14.467  23.546
H  9.470  16.810  22.394
H  12.358  20.276  21.745
H  16.083  19.430  26.762
H  10.498  16.925  29.300
H  16.640  18.554  25.248
H  12.674  13.039  25.441
N  10.325  13.709  30.245
H  17.679  15.214  24.081
N  16.747  13.894  28.105
H  17.004  14.254  27.198
C  15.535  14.045  28.608
H  15.956  13.603  30.517
C  16.573  16.385  22.949
H  17.889  17.071  28.492
O  16.292  16.999  21.883
H  15.193  12.396  27.209
C  11.644  17.024  20.715
H  9.363  21.539  24.591
N  10.639  16.932  30.300
O  14.644  14.534  27.923
N  15.143  20.899  20.882
N  13.272  17.493  24.566
O  11.103  19.926  23.917
C  10.437  12.854  24.788
H  13.441  18.487  24.608
N  14.303  19.774  28.267
N  14.773  11.496  27.024
H  15.760  19.614  29.885
H  9.019  17.374  26.294
C  17.185  17.681  26.706
N  17.297  17.750  28.037
N  12.150  17.172  31.662
N  13.967  13.822  23.091
C  14.330  13.009  22.118
H  14.852  16.637  24.025
N  15.282  13.517  29.769
H  13.958  21.891  26.063
H  10.162  16.397  31.012
H  13.832  20.286  22.589
H  18.325  15.598  22.503
H  14.121  13.674  26.333
O  12.330  15.827  25.626
N  9.236  21.113  23.684
H  8.985  20.135  21.666
N  9.927  19.909  21.952
O  12.573  17.945  29.663
H  15.859  21.213  20.243
N  9.528  17.459  25.425
C  14.753  20.855  28.773
H  11.661  19.857  29.577
O  15.330  12.365  21.996
O  14.471  21.950  28.267
O  12.203  16.598  21.794
H  12.897  17.753  32.012
O  10.135  11.722  25.008
N  11.259  19.338  27.422

---

Entry 5:
C10H15NO4 | ωB97M-V with the def2-TZVPD basis set

As for the net charge: 0. As for the spin multiplicity: 1. The energy above the lowest of the compared OMol25 structures with the same formula, charge and spin comes out at 62.0 kcal/mol.

Cartesian coordinates (Å):
H  2.920  0.070  -1.889
C  0.737  0.092  0.786
O  -1.015  1.602  0.110
C  -1.884  0.463  -0.074
H  3.265  0.935  1.122
O  1.819  -1.714  -0.368
C  3.201  -0.114  0.846
H  4.086  -0.393  0.280
H  0.649  -0.336  1.777
H  -3.456  -0.473  1.094
C  2.071  0.445  -1.324
O  -0.691  -1.073  -1.563
H  1.937  -2.253  0.422
H  -2.144  0.212  2.064
H  -3.323  1.280  1.303
C  0.212  1.477  0.621
N  -1.207  -2.740  1.383
H  3.157  -0.710  1.756
C  -2.760  0.357  1.179
C  -1.082  -0.811  -0.292
O  0.856  2.456  0.896
H  2.222  1.499  -1.114
C  -2.723  0.784  -1.312
H  -0.012  -1.770  -1.566
H  -3.534  0.067  -1.410
C  1.951  -0.337  -0.016
H  -2.105  0.746  -2.203
C  -1.194  -1.874  0.624
H  -3.126  1.787  -1.208
H  1.174  0.327  -1.924

---

Entry 6:
C34H34N3O4P2RhS | ωB97M-V with the def2-TZVPD basis set

As for the net charge: +2. As for the spin multiplicity: 5. The energy above the lowest of the compared OMol25 structures with the same formula, charge and spin comes out at 9.1 kcal/mol. Its expectation value of S² is 6.02.

Cartesian coordinates (Å):
H  -1.173  -3.062  1.538
C  -2.596  2.153  0.686
C  -1.666  0.984  4.560
C  2.293  -1.981  1.363
H  1.086  2.642  2.066
H  1.056  0.061  -3.959
H  4.099  -1.075  -4.058
H  3.125  3.836  -2.285
H  -2.329  -3.047  7.263
C  -1.644  -2.448  3.500
H  2.413  -0.896  -2.192
H  1.942  4.927  1.686
C  4.810  -1.302  0.409
H  0.092  -1.419  -4.141
H  -0.783  4.872  -1.365
N  -1.438  -1.157  3.344
C  -2.765  3.495  1.014
H  -0.449  -4.080  2.798
C  2.598  4.515  -0.316
C  -1.282  4.105  -0.784
C  2.687  3.566  -1.331
H  -0.430  2.519  -1.918
H  -3.195  1.414  1.202
C  3.641  -0.720  -4.988
C  1.552  2.895  1.119
C  -3.774  -1.065  -4.474
O  -3.579  -0.309  7.012
C  -2.333  -1.442  5.368
C  2.218  2.281  -1.119
C  3.744  -0.434  0.210
H  -1.423  1.091  -3.327
O  -2.985  -2.384  7.505
H  2.260  1.548  -1.919
C  -2.834  -0.035  -4.481
H  -2.230  5.509  0.543
C  -2.138  0.276  -3.324
C  -1.736  1.777  -0.361
C  -3.016  -1.299  6.689
C  0.484  -1.578  -1.499
H  1.318  -2.222  1.776
N  -2.176  -2.657  4.718
H  4.294  -0.934  -5.832
H  0.786  -2.283  -0.723
C  1.085  -1.032  -3.908
O  -1.326  1.522  3.389
H  -2.168  -4.227  2.423
C  1.654  1.940  0.109
C  2.473  -0.782  0.670
C  -2.380  -0.445  -2.151
H  -2.482  -3.557  5.051
H  -4.332  -1.291  -5.374
C  -1.859  -0.511  4.492
H  5.798  -1.024  0.065
C  2.027  4.183  0.904
H  -3.520  -2.022  -1.236
C  -2.103  4.465  0.287
H  5.455  -3.171  1.242
H  2.013  -2.552  -2.636
H  -4.748  -2.578  -3.307
P  -1.557  -0.012  -0.596
Rh  -0.930  0.346  1.774
N  0.166  -0.247  -0.945
C  -1.342  -3.520  2.511
H  3.912  0.520  -0.273
C  3.358  -2.846  1.555
C  -4.014  -1.783  -3.313
H  -0.419  -1.984  -1.957
H  3.427  0.349  -4.918
H  3.216  -3.772  2.097
H  -3.413  3.770  1.835
P  1.043  0.295  0.492
H  2.974  5.516  -0.482
C  -1.098  2.778  -1.106
S  2.121  -1.594  -5.239
C  -3.321  -1.470  -2.148
C  1.606  -1.540  -2.543
C  4.617  -2.507  1.073
H  -2.668  0.541  -5.383
O  -1.788  1.606  5.572

---

Entry 7:
C18H39BN3O8 | ωB97M-V with the def2-TZVPD basis set

As for the net charge: +1. As for the spin multiplicity: 1. The total energy is -40821.2538 eV.

Cartesian coordinates (Å):
O  3.425  -1.772  5.311
H  0.058  -3.933  2.507
C  2.504  -1.042  5.943
H  2.904  0.618  1.287
H  -0.720  -5.446  2.024
H  -3.007  -4.543  -2.394
C  -2.177  3.953  -3.885
O  3.456  3.076  -1.655
H  2.295  1.595  -3.803
C  1.023  -4.933  0.851
H  0.679  -0.210  -3.402
H  -1.986  3.085  -4.534
C  -0.199  -4.563  1.658
O  -1.923  -5.632  -0.105
O  1.882  -0.125  5.464
N  -0.758  1.269  -2.828
O  -2.693  -3.566  -0.584
H  -1.176  4.635  -2.109
H  1.505  -4.039  0.452
H  4.136  -2.241  3.489
H  0.469  -0.747  7.502
C  4.651  -0.188  3.918
H  4.907  0.045  2.883
H  1.739  -5.455  1.487
H  1.170  3.979  -3.002
C  -4.012  0.705  -0.977
H  -1.608  4.776  -4.327
H  4.199  0.693  4.372
C  -1.627  3.707  -2.470
H  1.364  -1.374  8.914
C  -1.907  -4.443  0.056
C  2.486  1.434  0.703
H  -1.632  -0.579  -2.404
C  1.436  -0.800  7.997
O  2.554  1.084  -0.679
H  -1.018  1.292  -3.815
O  -1.123  -3.760  0.887
H  -4.123  3.776  -4.553
C  0.628  0.646  -2.731
C  -0.501  2.696  -2.363
H  0.404  2.989  -4.242
H  -5.066  0.842  -1.195
H  -4.234  -3.361  -1.873
C  -3.197  0.851  -2.225
C  -1.734  0.452  -2.056
H  -1.427  0.502  -1.013
H  -3.660  1.420  -0.229
H  1.443  1.565  0.998
H  3.162  3.931  -1.345
H  5.572  -0.416  4.454
H  0.723  0.273  -1.712
N  -3.588  4.312  -3.883
H  -4.158  -4.967  -1.109
C  3.700  -1.364  3.962
H  0.758  -5.589  0.023
H  1.796  0.206  8.207
H  -4.017  4.137  -2.984
H  -3.089  1.253  -4.104
H  3.057  2.338  0.917
C  1.641  1.784  -2.948
H  -2.428  3.471  -1.767
C  -3.575  -4.161  -1.547
H  -3.845  -0.298  -0.572
C  0.736  3.002  -3.198
H  2.757  -1.133  3.465
B  2.587  2.009  -1.673
N  -3.726  1.230  -3.308
O  2.382  -1.504  7.180
H  -0.255  2.552  -1.305

---

Entry 8:
C29H54FN3O16 | ωB97M-V with the def2-TZVPD basis set

As for the net charge: -1. As for the spin multiplicity: 2. The total energy is -70887.4804 eV. Its expectation value of S² is 0.75.

Cartesian coordinates (Å):
C  5.341  -1.099  3.986
O  2.363  -0.930  -4.177
H  1.097  -7.361  -1.412
H  -7.694  -4.633  -2.238
N  -2.834  2.787  -1.537
H  5.049  -4.476  0.075
H  2.224  1.664  4.994
H  -4.147  3.343  -2.955
H  2.353  -0.174  -8.497
H  -1.620  5.878  4.346
H  1.834  -0.912  -0.632
H  -6.815  -0.341  -1.860
O  5.795  -0.910  2.886
C  -0.214  -2.004  0.673
H  1.034  -0.601  3.523
H  -1.891  -1.267  -0.591
C  0.454  -0.817  2.638
O  -2.920  2.777  -0.314
H  -2.612  9.496  2.433
F  -0.281  1.405  2.819
H  2.761  -4.370  2.166
H  3.208  2.819  4.149
H  3.505  -5.001  -0.283
O  1.978  3.521  1.882
C  -1.108  0.111  1.017
C  -6.323  -1.093  -1.244
H  -2.654  4.681  2.746
C  2.918  -0.906  -0.739
O  3.291  -2.996  -1.989
H  3.190  0.459  3.070
N  1.857  2.703  0.929
C  -4.763  -1.158  -1.583
C  3.769  -4.634  1.843
C  3.886  0.869  3.801
C  -1.557  9.567  2.698
H  0.159  0.210  -2.975
H  1.730  0.924  -7.228
H  -0.329  2.927  0.441
N  -0.167  -5.809  -2.276
O  -6.711  -2.488  -1.372
C  1.575  -0.021  -7.748
H  -6.531  -0.907  -0.191
C  3.256  1.902  4.737
H  -0.898  9.778  1.856
H  -9.305  -4.337  -1.443
H  1.941  -5.945  -2.024
H  5.455  -2.165  5.815
C  -1.637  4.900  2.423
H  -1.099  3.959  2.540
H  1.249  -7.119  -3.181
O  0.590  -1.097  -5.615
H  -0.055  5.776  3.676
C  -1.095  5.936  3.392
H  4.361  -4.165  2.628
H  6.612  -2.761  4.650
C  -0.351  0.214  2.208
O  -8.317  -2.446  0.225
H  -3.955  4.508  -1.613
C  -3.431  3.859  -2.315
C  0.653  2.889  -0.030
H  -0.155  -2.865  0.023
C  1.151  -0.982  -4.374
H  3.972  -5.681  2.069
C  0.129  -0.836  -3.280
O  3.589  -2.971  0.250
H  -1.550  5.145  1.364
H  -4.520  -1.622  -2.539
H  -1.414  10.439  3.336
H  3.290  -0.260  -1.534
C  -8.221  -4.273  -1.354
H  4.865  -3.090  4.369
H  0.328  -1.518  -2.453
O  -0.227  8.501  4.329
C  0.478  -1.978  1.868
H  3.771  2.127  5.672
O  -1.376  7.188  2.797
C  -7.778  -2.908  -0.800
O  -1.216  -6.475  -2.226
C  1.113  -6.627  -2.218
H  -7.897  -4.928  -0.545
C  5.596  -2.381  4.756
O  2.607  1.731  0.755
O  -0.004  -4.607  -2.379
H  1.021  -2.851  2.199
C  1.410  -1.299  -6.759
H  0.757  3.838  -0.555
H  0.693  0.204  -8.347
H  -1.681  1.005  0.818
H  -2.655  4.433  -2.820
H  -4.371  -1.757  -0.760
H  3.451  -0.546  0.142
C  4.014  -4.280  0.356
C  -0.966  8.361  3.414
C  3.227  -2.409  -0.910
O  4.442  -0.248  4.592
H  -4.360  -0.153  -1.457
H  0.624  2.003  -0.665
H  -0.879  -0.871  -3.694
H  0.959  -2.098  -7.348
O  -2.229  1.892  -2.165
H  2.441  -1.574  -6.538
C  -1.237  -1.048  0.240
H  4.634  1.350  3.171

---

- The highest net charge belongs to which entry?
  C34H34N3O4P2RhS